{"formula": "C36H35F2N2O", "method": "ωB97M-V/def2-TZVPD", "species": ["C", "C", "C", "H", "C", "H", "C", "H", "H", "H", "C", "H", "C", "N", "O", "H", "C", "C", "C", "C", "C", "C", "C", "H", "C", "C", "C", "H", "H", "H", "H", "H", "H", "H", "C", "C", "C", "F", "H", "H", "H", "C", "H", "H", "H", "H", "C", "H", "C", "C", "H", "C", "C", "C", "C", "H", "H", "H", "H", "C", "H", "C", "H", "H", "C", "C", "F", "C", "C", "H", "N", "C", "H", "H", "C", "H"], "xyz": [[-0.676, -0.756, 1.731], [6.302, -1.954, 4.262], [4.597, 1.049, 8.881], [4.155, 4.082, 3.669], [-1.153, 1.458, 3.409], [3.941, -2.952, 11.223], [4.524, -2.035, 11.122], [7.169, -0.377, 12.521], [5.867, -2.501, 12.753], [-1.325, 2.318, 4.057], [-0.100, 1.482, 2.512], [6.554, 1.261, 10.734], [3.507, -0.500, -2.018], [3.514, 1.660, 5.805], [2.199, 0.141, 6.982], [0.334, -1.937, -0.265], [5.602, -1.780, 11.980], [0.183, 0.382, 1.641], [4.678, 4.569, 5.731], [4.186, -1.110, 10.127], [4.937, 0.064, 9.983], [7.428, -1.613, 3.470], [1.224, -1.521, -0.718], [2.826, 1.922, 3.841], [7.251, -3.724, 2.272], [1.841, -2.197, -1.762], [5.687, -3.214, 4.046], [-0.512, -1.639, 1.127], [5.827, 4.612, 3.870], [7.608, -4.405, 1.498], [5.903, 3.503, 7.191], [1.609, 1.442, 5.049], [7.914, -0.647, 3.629], [4.383, -0.094, -2.522], [1.301, 0.532, 0.781], [3.269, 0.710, 6.767], [5.720, -1.061, 5.245], [1.305, -3.400, -2.164], [3.628, 4.888, 5.761], [1.859, 1.463, 0.920], [7.220, 0.486, 5.383], [2.966, -1.728, -2.435], [5.313, 1.879, 8.879], [8.740, -2.212, 1.863], [3.403, -2.291, -3.252], [0.547, 2.358, 2.440], [4.866, 2.145, 5.867], [4.728, -0.672, 7.538], [6.150, -4.084, 3.066], [5.999, 0.328, 10.856], [5.289, 5.447, 5.972], [2.936, 0.198, -0.971], [-1.732, -0.726, 2.630], [2.491, 2.069, 4.880], [5.454, 2.558, 4.509], [4.163, 3.415, 7.538], [6.546, 2.486, 4.586], [2.217, 3.125, 5.019], [4.829, -3.477, 4.668], [1.783, -0.284, -0.275], [3.352, 1.152, -0.644], [4.586, 0.414, 7.468], [3.585, 1.459, 9.063], [3.339, -1.290, 9.459], [5.028, 4.017, 4.329], [4.907, 3.434, 6.731], [-2.566, -1.820, 2.688], [-2.000, 0.341, 3.483], [6.233, 0.123, 5.692], [-2.831, 0.306, 4.179], [5.556, 1.004, 6.537], [6.336, -0.592, 11.851], [5.652, -5.043, 2.915], [5.123, 1.884, 3.707], [7.884, -2.490, 2.482], [4.749, -1.377, 5.644]], "forces_ev_per_a": [[-0.1566, 0.3265, 0.2975], [0.6840, -0.9687, -0.8223], [-0.2457, 0.0243, 0.1275], [0.1788, 0.0555, 0.0612], [-0.2288, -0.0678, 0.0703], [0.1927, 0.2491, 0.0252], [0.1026, 0.3099, -0.1049], [-0.2446, -0.1311, -0.1578], [-0.0780, 0.1909, -0.2113], [0.0132, -0.2907, -0.1760], [0.3707, -0.1299, -0.3496], [-0.0780, -0.3125, 0.1116], [0.0418, -0.2612, -0.2295], [-1.3056, -1.0862, 0.1135], [0.8082, 0.8083, -0.3076], [0.3456, -0.0961, -0.4264], [-0.0290, 0.2336, -0.1747], [-0.4710, 0.1079, 0.6693], [-0.1926, 0.4000, 0.0437], [0.3410, -0.0374, 0.3096], [0.0619, 0.0501, 0.0361], [-0.5809, -0.3876, 0.1190], [0.4254, 0.0966, -0.2421], [-0.0381, 0.0756, 0.2012], [-0.2362, 0.1862, 0.3193], [-0.9246, -1.0729, 0.0276], [0.2614, 0.7117, 0.0581], [-0.3076, 0.1645, 0.4487], [-0.2092, -0.1861, -0.0078], [-0.0691, 0.2279, 0.2390], [-0.2357, 0.0123, -0.1439], [0.2058, 0.1029, 0.1084], [-0.0808, -0.3397, -0.1451], [-0.2452, -0.1466, 0.1225], [-0.4642, -0.2424, -0.2277], [-0.9315, -0.9215, -0.2755], [0.1914, 1.5455, 0.9531], [0.6027, 1.4806, 0.5034], [0.2284, 0.0385, -0.0232], [-0.1294, -0.2655, 0.0073], [-0.3919, -0.2396, -0.1299], [0.0159, 0.7279, 0.5415], [-0.1987, -0.2211, 0.0692], [-0.2355, -0.0773, 0.2162], [-0.1142, 0.0068, 0.1139], [-0.2385, -0.2151, 0.1409], [0.8617, -0.0973, 0.7938], [-0.0651, 0.4021, 0.0309], [0.3508, 0.1417, -0.2572], [-0.2358, -0.2924, -0.1333], [-0.2222, -0.1861, -0.0174], [-0.3676, 0.1229, 0.4737], [-0.4713, -1.3329, -0.3672], [-0.0620, 0.1682, -0.1252], [0.0598, -0.1785, 0.4171], [0.2147, -0.0451, -0.2606], [-0.2487, 0.0033, -0.0497], [-0.0188, -0.1791, -0.0781], [0.2147, -0.0088, -0.1889], [0.4757, -0.3440, -0.6465], [0.0270, -0.2617, -0.1800], [-0.1705, 0.3515, -0.4772], [0.4294, -0.0639, 0.0931], [0.2409, -0.0034, 0.2024], [-0.0119, 0.3068, -0.3064], [0.5667, -0.1148, -0.1166], [1.0565, 1.2940, -0.0828], [0.6898, 0.4655, -0.3196], [-0.3704, -1.4327, -1.2055], [0.0842, -0.0855, -0.1104], [0.3606, 0.6285, 0.9885], [-0.2485, -0.1069, -0.1117], [0.1824, 0.2558, 0.0381], [0.1674, 0.1567, 0.1716], [-0.1850, -0.1122, 0.1415], [0.2849, 0.1120, -0.2162]], "e_homo_ha": -0.3569, "de_lowest_kcal_mol": 27.24, "total_charge": 1, "gap_ev": 3.30}

---

{"formula": "C6H18NOSi", "method": "ωB97M-V/def2-TZVPD", "species": ["H", "H", "H", "H", "H", "H", "C", "C", "Si", "H", "C", "H", "C", "C", "N", "O", "H", "H", "H", "H", "H", "H", "H", "C", "H", "H", "H"], "xyz": [[-1.156, -3.013, -3.375], [0.178, -1.981, -3.881], [2.444, -0.430, 1.084], [3.092, 0.347, -0.251], [0.833, 2.909, 1.990], [-3.611, -0.720, -1.519], [0.693, 1.932, 2.451], [1.096, 0.828, 0.171], [-1.225, -0.806, -2.230], [-0.748, -0.456, 2.784], [0.057, -0.470, 2.056], [-2.590, 0.189, -0.409], [-2.650, -0.722, -1.006], [0.220, 0.907, 1.405], [2.505, 0.457, 0.578], [-0.911, 0.469, -3.145], [-0.048, 2.037, 3.239], [1.629, 1.630, 2.923], [-1.126, 1.391, -2.999], [-2.648, -1.564, -0.320], [0.244, -2.831, -2.338], [0.960, -0.771, 2.588], [-0.168, -1.221, 1.300], [-0.411, -2.301, -3.024], [1.159, 1.801, -0.324], [2.943, 1.153, 1.203], [-0.762, 1.235, 1.050]], "forces_ev_per_a": [[0.0135, -0.2303, -0.1891], [-0.0231, 0.1330, -0.0344], [0.2847, -0.0572, -0.0306], [0.0995, -0.1191, 0.0850], [0.0340, 0.1528, 0.0919], [-0.3438, 0.0384, 0.0930], [0.2552, 0.1803, -0.6313], [0.8173, 2.2966, 2.2656], [1.6286, -1.0606, 2.5365], [-0.0408, -0.0131, 0.0902], [-0.0397, -0.0011, -0.2935], [0.0900, 0.0399, -0.1149], [-0.4330, -0.1317, -0.8610], [-0.6219, -0.9355, -0.2560], [-0.4229, -0.3526, -0.4357], [-0.0190, 1.4611, -1.4894], [-0.0597, -0.0918, -0.0170], [0.0644, -0.0341, 0.1070], [-0.1996, -0.1801, 0.0811], [0.1447, -0.1660, -0.0255], [-0.0584, 0.1008, 0.1269], [0.1220, -0.0704, 0.1493], [-0.0992, -0.0976, 0.0079], [-0.9233, -0.1141, -0.1936], [-0.1318, -0.5438, -0.7841], [-0.2368, -0.1493, -0.2083], [0.0991, -0.0543, -0.0700]], "spin_multiplicity": 3, "e_homo_ha": [-0.2969, -0.5019], "de_lowest_kcal_mol": 0.00, "s_squared": 2.005, "total_charge": 1, "gap_ev": [4.62, 8.25]}

---

{"formula": "C12H26O3Si2", "method": "ωB97M-V/def2-TZVPD", "species": ["H", "H", "H", "H", "H", "C", "H", "H", "H", "H", "C", "H", "H", "C", "C", "C", "C", "C", "H", "C", "O", "H", "C", "H", "H", "O", "H", "H", "H", "H", "H", "O", "H", "Si", "H", "Si", "H", "C", "C", "C", "H", "H", "H"], "xyz": [[1.189, 1.767, -1.854], [1.742, -3.464, 2.880], [-2.390, -0.632, -0.180], [-2.625, 3.531, 1.652], [-1.738, -2.698, -1.545], [-2.699, 2.632, 0.996], [-2.558, -1.054, -2.693], [0.737, 2.455, 1.518], [0.755, 0.849, 0.740], [-1.099, -1.065, -3.676], [-1.348, -0.930, -0.345], [-1.288, 4.410, -1.027], [0.980, 0.829, -3.295], [1.616, -1.763, 0.823], [0.268, -2.851, -0.655], [-1.188, -2.414, -0.629], [2.481, -1.718, 2.012], [2.227, -2.552, 3.220], [-2.261, 0.295, -3.785], [0.844, 0.814, -2.237], [1.582, -0.767, 0.131], [1.583, -2.040, 3.938], [-0.446, 3.949, -0.560], [0.383, -3.838, -1.070], [-0.321, 1.168, 2.050], [0.921, -2.918, 0.612], [0.219, 3.739, -1.353], [-2.964, 1.736, 1.529], [3.760, -0.288, 1.181], [0.088, 4.568, 0.133], [-3.544, 2.820, 0.312], [-1.731, 1.858, -1.458], [4.141, -0.855, 2.867], [-0.915, 0.414, -1.655], [0.824, -2.204, -1.344], [-1.129, 2.291, 0.019], [3.148, -2.811, 3.726], [0.130, 1.625, 1.194], [3.487, -0.885, 2.015], [-1.772, -0.426, -3.104], [1.498, 0.100, -1.770], [-0.853, -0.690, 0.577], [-1.735, -2.986, 0.113]], "forces_ev_per_a": [[-0.0005, 0.3419, 0.0842], [-0.1225, -0.2143, 0.3981], [-0.2242, -0.3926, 0.0098], [0.0702, -0.8607, -0.1566], [0.7834, 0.1354, -0.0037], [-0.2094, 0.6524, -0.3695], [-0.2335, -0.1197, -0.1193], [0.1978, 0.3319, -0.0329], [0.1915, 0.5090, 0.3064], [0.0118, -0.0162, -0.0888], [0.1197, 1.4880, 0.1971], [-0.5965, 0.8192, -0.1417], [-0.2317, -0.1151, -0.8022], [0.2593, 0.5179, 0.5177], [-0.4680, -0.5088, -1.7027], [-0.4381, 0.0332, -0.1566], [-0.3918, -0.7609, 0.9048], [-0.5892, -0.6130, -0.1740], [0.3659, -0.2643, 0.2050], [-0.3018, 0.0482, 1.4894], [-0.2021, -1.3365, -0.4291], [-0.1095, -0.0853, -0.1142], [-0.1738, -0.8966, 0.7125], [-0.2466, -0.5696, 0.0046], [-0.4496, -0.2732, 0.6048], [0.5935, 1.8989, -0.0081], [0.9655, -0.2533, -1.0645], [-0.2334, -0.2549, 0.7501], [-0.0050, 0.5078, -0.6083], [-0.0470, 0.5141, 0.5103], [0.4006, 0.0173, 0.0703], [0.8425, -2.2935, 0.7047], [0.1618, 0.0907, 0.2542], [-0.3851, -1.9170, -3.3737], [-0.0390, -0.0145, 0.3511], [-1.3534, 4.9422, 1.3558], [0.1764, -0.0301, 0.0550], [0.4203, -1.3839, -0.9029], [1.0982, 0.3901, 0.0485], [-0.2671, 0.4601, -0.2870], [0.4096, -0.3841, -0.2108], [0.1738, -0.0263, 0.6973], [0.0775, -0.1138, 0.5151]], "e_homo_ha": -0.3501, "de_lowest_kcal_mol": 39.27, "gap_ev": 10.03}

---

{"formula": "O3P2", "method": "ωB97M-V/def2-TZVPD", "species": ["P", "O", "O", "O", "P"], "xyz": [[1.270, -1.102, 0.150], [-1.505, 1.348, -1.174], [-0.253, -0.454, -0.031], [2.092, -0.306, 1.049], [-1.604, 0.514, 0.006]], "forces_ev_per_a": [[-0.9359, 0.2361, -0.2357], [-0.3570, 0.6829, -0.5330], [0.2815, -0.2363, 0.4946], [-0.0479, 0.1498, 0.0780], [1.0593, -0.8325, 0.1960]], "e_homo_ha": -0.3965, "de_lowest_kcal_mol": 0.00, "gap_ev": 10.06, "smiles": "O=POP=O"}